Entry from OMol25: a single C6H10O molecule (ωB97M-V/def2-TZVPD).

```
17
Properties=species:S:1:pos:R:3:lowdin_charge:R:1
C 1.879 0.445 -0.538 0.00
C 0.546 0.095 0.069 -0.49
C 0.205 -1.367 0.390 -0.09
C -1.261 -1.106 -0.040 -0.11
C -0.872 0.314 -0.527 -0.18
C -1.007 1.379 0.554 -0.14
O 0.220 0.965 1.178 -0.07
H 2.668 0.255 0.199 0.09
H 2.086 -0.160 -1.427 0.08
H 1.921 1.505 -0.808 0.09
H 0.721 -2.063 -0.280 0.11
H 0.388 -1.664 1.426 0.12
H -1.986 -1.110 0.781 0.11
H -1.624 -1.774 -0.825 0.10
H -1.086 0.574 -1.567 0.14
H -1.865 1.299 1.233 0.12
H -0.934 2.411 0.183 0.12
```

Computed properties:
Spin multiplicity: 1
SMILES string: C[C@]12CC[C@H]1CO2
ΔE to the lowest compared entry with this formula, charge and spin, kcal per mole: 28.93

---

Entry from OMol25: a molecular structure, C19H55BHgO7 (ωB97M-V/def2-TZVPD).

```
83
Properties=species:S:1:pos:R:3:lowdin_charge:R:1
Hg 0.026 0.742 -2.378 1.22
B -0.970 2.820 -2.213 -0.40
H -1.493 3.823 -2.040 0.02
H -1.774 2.012 -2.472 -0.03
H -0.202 2.898 -3.093 -0.01
H -0.397 2.479 -1.255 -0.04
C -0.198 -0.104 0.854 -0.24
O 0.536 -0.113 -0.332 -0.42
H -0.280 -1.120 1.275 0.05
H 0.252 0.536 1.622 0.07
H -1.258 0.190 0.788 0.06
C 3.266 0.660 2.630 -0.05
C 4.111 0.889 1.371 -0.48
C 4.914 -0.343 0.939 -0.05
O 3.258 1.290 0.311 -0.08
H 3.903 0.675 3.518 0.08
H 2.794 -0.324 2.594 0.07
H 2.527 1.451 2.743 0.06
H 4.760 1.757 1.509 0.13
H 5.334 -0.120 -0.040 0.07
H 4.242 -1.203 0.880 0.07
H 5.697 -0.625 1.645 0.08
H 2.370 0.905 0.351 0.04
C 3.675 -1.129 -2.927 -0.05
C 2.456 -1.182 -3.846 -0.46
C 2.516 -2.470 -4.642 -0.06
O 1.236 -1.127 -3.107 -0.14
H 3.678 -0.275 -2.245 0.07
H 4.577 -1.012 -3.534 0.09
H 3.833 -2.057 -2.376 0.09
H 2.513 -0.344 -4.540 0.14
H 1.825 -2.396 -5.493 0.08
H 2.174 -3.321 -4.052 0.09
H 3.432 -2.707 -5.183 0.09
H 1.291 -1.746 -2.351 0.05
C 0.398 -4.765 -0.413 -0.05
C 0.495 -3.348 0.145 -0.50
C 1.356 -3.316 1.412 -0.05
O 1.062 -2.481 -0.822 -0.11
H -0.489 -4.841 -1.046 0.07
H 0.387 -5.594 0.292 0.08
H 1.263 -4.936 -1.061 0.08
H -0.519 -3.030 0.414 0.11
H 1.417 -2.322 1.863 0.06
H 2.357 -3.609 1.087 0.09
H 0.982 -3.941 2.224 0.08
H 0.905 -1.568 -0.467 0.00
C -2.723 1.539 3.625 -0.05
C -3.699 0.558 3.028 -0.49
C -3.410 -0.871 3.476 -0.06
O -5.006 0.908 3.520 -0.06
H -2.910 2.569 3.318 0.07
H -1.729 1.247 3.282 0.07
H -2.782 1.572 4.713 0.09
H -3.696 0.598 1.934 0.12
H -3.513 -0.984 4.555 0.09
H -2.410 -1.161 3.145 0.07
H -4.131 -1.566 3.037 0.07
H -5.661 0.333 3.114 0.08
C 0.949 3.960 1.247 -0.05
C -0.531 4.206 1.026 -0.52
C -1.143 4.824 2.298 -0.06
O -0.720 5.084 -0.060 -0.07
H 1.457 4.911 1.405 0.09
H 1.385 3.486 0.365 0.07
H 1.112 3.280 2.086 0.06
H -1.042 3.255 0.829 0.12
H -0.745 5.820 2.499 0.08
H -0.983 4.175 3.158 0.06
H -2.218 4.968 2.173 0.07
H -0.786 4.543 -0.872 0.01
C -4.115 -0.237 -2.656 -0.06
C -2.855 -0.688 -1.947 -0.48
C -3.039 -2.086 -1.341 -0.03
O -1.766 -0.743 -2.879 -0.13
H -4.015 0.662 -3.266 0.08
H -4.919 -0.027 -1.946 0.09
H -4.500 -0.997 -3.345 0.08
H -2.716 0.020 -1.129 0.12
H -3.570 -2.777 -2.002 0.09
H -3.752 -2.015 -0.513 0.09
H -2.104 -2.513 -0.983 0.06
H -1.948 -1.510 -3.435 0.12
```

Computed properties:
Spin multiplicity: 1
ΔE to the lowest compared entry with this formula, charge and spin, kcal per mole: 11.05

---

Entry from OMol25: a gas-phase ion, C4H6NO (charge +1) (ωB97M-V/def2-TZVPD).

```
12
Properties=species:S:1:pos:R:3:lowdin_charge:R:1
C -0.789 -0.439 -0.103 0.09
C -0.915 0.858 0.218 -0.06
C 0.425 -1.280 -0.420 -0.25
C -0.849 2.149 0.651 0.20
N 1.607 -0.829 0.239 0.01
O -2.007 1.847 0.192 0.24
H -1.643 -0.848 -0.517 0.12
H 0.143 -2.284 -0.072 0.15
H 0.587 -1.261 -1.394 0.09
H -0.489 3.158 0.935 0.19
H 1.495 0.248 0.339 0.12
H 2.434 -1.318 -0.067 0.09
```

Computed properties:
Spin multiplicity: 1
Total charge: +1
ΔE to the lowest compared entry with this formula, charge and spin, kcal per mole: 113.77

---

Entry from OMol25: a molecular structure, C10H13AuNO5 (ωB97M-V/def2-TZVPD).

```
30
Properties=species:S:1:pos:R:3:lowdin_charge:R:1
Au 0.962 -0.167 -0.074 0.93
O 1.985 0.426 -4.167 0.19
C 1.321 0.496 -3.042 -0.45
O 1.651 -0.156 -2.061 -0.05
C 0.182 1.487 -3.114 -0.09
O -0.701 1.335 -2.033 -0.16
C -1.886 0.728 -2.306 -0.01
C -1.538 -1.626 -2.613 -0.48
O -2.024 -1.695 -3.665 0.21
O -0.987 -1.852 -1.607 0.13
H 2.740 -0.183 -4.081 0.17
H -0.317 1.387 -4.080 0.15
H 0.629 2.483 -3.059 0.16
H -2.342 0.944 -3.267 0.10
H -2.516 0.658 -1.430 0.10
C 0.239 -2.713 1.946 -0.02
C 0.182 -1.374 2.564 -0.28
C -0.144 -1.034 3.919 0.01
C -0.093 0.322 4.008 0.01
C 0.263 0.810 2.707 -0.29
C 0.434 2.212 2.274 -0.02
N 0.421 -0.236 1.862 -0.10
H 0.076 -3.494 2.683 0.09
H 1.208 -2.869 1.466 0.09
H -0.521 -2.795 1.163 0.09
H -0.375 -1.747 4.693 0.12
H -0.277 0.943 4.869 0.12
H 0.357 2.895 3.116 0.09
H -0.333 2.472 1.539 0.09
H 1.404 2.344 1.791 0.08
```

Computed properties:
Spin multiplicity: 3
Total charge: +1
ΔE to the lowest compared entry with this formula, charge and spin, kcal per mole: 0.00

---

Entry from OMol25: 8 unconnected molecules or ions with the total composition C46H43BF5N8O15 (ωB97M-V/def2-TZVPD).

```
118
Properties=species:S:1:pos:R:3:lowdin_charge:R:1
C -6.104 0.620 -4.057 -0.07
C -4.701 0.193 -3.523 -0.10
B -4.769 -0.881 -2.424 -0.44
O -4.277 -2.103 -2.547 0.21
N -5.543 -0.563 -1.032 0.30
C -4.781 0.145 0.016 -0.45
F -5.648 0.406 1.004 0.18
F -3.892 -0.703 0.482 0.21
C -4.163 1.517 -0.391 -0.54
F -3.967 2.209 0.734 0.19
F -5.033 2.187 -1.147 0.20
F -2.988 1.358 -0.989 0.21
H -6.071 1.653 -4.382 0.03
H -6.909 0.448 -3.335 0.07
H -6.308 0.027 -4.942 0.08
H -4.159 1.088 -3.210 0.10
H -4.123 -0.238 -4.339 0.13
H -3.892 -2.501 -1.748 0.09
H -5.797 -1.470 -0.623 0.20
H -6.429 -0.082 -1.215 0.18
C 1.413 -1.709 2.265 -0.04
C 0.094 -1.286 2.138 -0.05
C -0.722 -1.891 1.199 -0.01
C -0.215 -2.899 0.408 -0.14
C 1.092 -3.333 0.510 0.02
C 1.910 -2.726 1.453 -0.04
N -1.134 -3.520 -0.564 -0.32
O -2.280 -3.075 -0.627 0.02
O -0.725 -4.426 -1.243 0.13
H 2.055 -1.245 3.003 0.10
H -0.290 -0.497 2.770 0.09
H -1.746 -1.577 1.087 0.09
H 1.472 -4.122 -0.122 0.13
H 2.935 -3.048 1.553 0.09
C -2.014 4.333 4.555 -0.06
C -1.493 3.488 3.582 -0.07
C -0.527 2.554 3.918 -0.01
C -0.101 2.483 5.231 -0.14
C -0.600 3.318 6.213 0.01
C -1.565 4.250 5.866 -0.06
N 0.912 1.479 5.599 -0.33
O 1.350 0.766 4.716 0.07
O 1.252 1.423 6.762 0.09
H -2.771 5.059 4.290 0.11
H -1.841 3.558 2.561 0.10
H -0.113 1.895 3.169 0.11
H -0.246 3.244 7.230 0.12
H -1.968 4.910 6.621 0.11
C 7.311 0.658 1.579 -0.04
C 6.967 0.771 0.237 -0.06
C 6.245 -0.235 -0.386 0.00
C 5.880 -1.344 0.356 -0.15
C 6.223 -1.482 1.688 0.00
C 6.940 -0.469 2.299 -0.05
N 5.080 -2.400 -0.276 -0.34
O 4.774 -2.269 -1.442 0.08
O 4.754 -3.349 0.417 0.04
H 7.864 1.451 2.063 0.11
H 7.257 1.651 -0.320 0.09
H 5.968 -0.154 -1.427 0.12
H 5.927 -2.359 2.243 0.12
H 7.206 -0.557 3.343 0.09
C -6.606 -8.770 -1.268 -0.06
C -7.472 -8.375 -2.279 -0.06
C -7.374 -7.104 -2.821 0.00
C -6.399 -6.251 -2.335 -0.15
C -5.529 -6.623 -1.325 0.00
C -5.639 -7.895 -0.790 -0.06
N -6.275 -4.910 -2.922 -0.32
O -7.053 -4.595 -3.797 0.10
O -5.393 -4.175 -2.503 0.05
H -6.684 -9.766 -0.852 0.11
H -8.224 -9.058 -2.648 0.11
H -8.042 -6.787 -3.608 0.12
H -4.777 -5.938 -0.964 0.12
H -4.967 -8.206 -0.002 0.11
C 10.404 3.235 -4.311 -0.07
C 9.573 2.409 -3.565 -0.06
C 9.655 2.408 -2.182 0.00
C 10.571 3.242 -1.569 -0.14
C 11.412 4.066 -2.293 0.00
C 11.324 4.058 -3.676 -0.06
N 10.652 3.263 -0.097 -0.35
O 9.913 2.526 0.528 0.07
O 11.455 4.018 0.407 0.09
H 10.334 3.236 -5.391 0.11
H 8.859 1.766 -4.061 0.11
H 9.017 1.767 -1.594 0.09
H 12.123 4.703 -1.789 0.12
H 11.973 4.698 -4.258 0.11
C 4.404 -1.526 8.628 -0.07
C 5.786 -1.642 8.537 -0.06
C 6.486 -0.908 7.593 0.00
C 5.779 -0.063 6.758 -0.15
C 4.404 0.062 6.826 0.00
C 3.714 -0.678 7.770 -0.06
N 6.505 0.739 5.759 -0.35
O 7.710 0.593 5.683 0.07
O 5.858 1.496 5.064 0.07
H 3.863 -2.099 9.370 0.11
H 6.320 -2.304 9.204 0.11
H 7.559 -0.990 7.513 0.12
H 3.872 0.722 6.158 0.10
H 2.639 -0.588 7.835 0.10
C -9.574 5.421 -7.545 -0.06
C -9.576 4.093 -7.951 -0.06
C -8.567 3.239 -7.538 0.00
C -7.571 3.738 -6.717 -0.14
C -7.547 5.059 -6.306 0.00
C -8.560 5.904 -6.728 -0.06
N -6.511 2.833 -6.261 -0.34
O -6.536 1.680 -6.640 0.07
O -5.658 3.279 -5.507 0.06
H -10.367 6.083 -7.866 0.11
H -10.366 3.720 -8.588 0.11
H -8.558 2.205 -7.849 0.12
H -6.754 5.424 -5.670 0.12
H -8.560 6.939 -6.417 0.11
```

Computed properties:
Spin multiplicity: 1
Total charge: +1
E, Eh: -3868.73276

---

Entry from OMol25: a single C5H8N2 molecule (ωB97M-V/def2-TZVPD).

```
15
Properties=species:S:1:pos:R:3:lowdin_charge:R:1
C -0.938 1.159 -0.104 -0.02
C -0.192 -0.166 -0.107 -0.53
C 1.256 -0.115 -0.580 -0.12
C 2.099 0.764 0.237 -0.22
N 2.756 1.473 0.874 0.14
C -0.589 -1.239 0.836 -0.11
N -0.866 -1.364 -0.595 0.05
H -0.244 1.999 0.001 0.08
H -1.490 1.301 -1.041 0.08
H -1.648 1.221 0.727 0.08
H 1.291 0.237 -1.618 0.13
H 1.675 -1.125 -0.570 0.13
H -1.419 -1.036 1.511 0.11
H 0.150 -1.936 1.225 0.11
H -1.844 -1.173 -0.796 0.10
```

Computed properties:
Spin multiplicity: 1
SMILES string: C[C@@]1(CC#N)CN1
ΔE to the lowest compared entry with this formula, charge and spin, kcal per mole: 29.87

---

Number 1: maximum force 0.0073 Eh/bohr. Number 2: maximum force 0.0365 Eh/bohr. Number 3: maximum force 0.1127 Eh/bohr. Number 4: maximum force 0.0269 Eh/bohr. Number 5: maximum force 0.0368 Eh/bohr. Number 6: maximum force 0.0219 Eh/bohr.